[1]
Entry from the Open Molecules 2025 dataset: a 7-piece molecular cluster, H16NO6 overall at a distorted geometry (ωB97M-V with the def2-TZVPD basis set).

The geometry in XYZ format:
```
23
H16NO6 ωB97M-V with the def2-TZVPD basis set
N 0.28 0.11 1.01
H -0.53 0.58 1.40
H 0.58 -0.38 1.84
H 0.86 0.79 0.54
H -0.07 -0.45 0.24
O -2.48 0.29 1.56
H -3.08 1.03 1.65
H -2.88 -0.27 0.91
O -1.02 2.74 -0.24
H -0.07 2.81 -0.28
H -1.27 3.29 0.50
O 0.92 -2.45 1.64
H 0.94 -2.83 0.76
H 1.84 -2.35 1.89
O 1.50 -1.47 -2.67
H 0.70 -1.64 -2.17
H 1.39 -1.97 -3.48
O 1.82 1.92 -0.37
H 2.58 2.45 -0.13
H 1.93 1.74 -1.30
O -0.97 -1.20 -0.94
H -1.49 -1.97 -0.74
H -1.45 -0.74 -1.63
```

For the LUMO energy (spin up / spin down), the calculation gives -6.82 / -15.37 eV. As for the spin multiplicity: 2. As for the net charge: +2. The expectation value of S² is 0.76. The value obtained for the frontier orbital gap (spin up / spin down) is 11.73 / 2.57 eV.

Mulliken atomic charge list, values in e, 4 entries: -0.169, 0.329, 0.363, 0.316

[2]
Entry from the Open Molecules 2025 dataset: a 2-piece molecular cluster, CH4NO2PS overall at a distorted geometry (ωB97M-V with the def2-TZVPD basis set).

The geometry in XYZ format:
```
10
CH4NO2PS ωB97M-V with the def2-TZVPD basis set
N -0.97 1.53 -0.19
P -2.41 0.65 -0.41
S -2.31 -0.99 0.67
H -0.18 1.31 0.44
H -0.81 2.24 -0.76
O 1.27 -1.87 -0.97
C 1.53 -0.91 -0.32
O 1.02 -0.60 0.85
H 2.20 0.05 -0.62
H 0.65 -1.42 1.31
```

For the LUMO energy, the calculation gives -0.60 eV. The value obtained for the frontier orbital gap is 8.45 eV.

Mulliken atomic charge list, values in e, 4 entries: -0.362, 0.212, -0.321, 0.252

[3]
Entry from the Open Molecules 2025 dataset: one molecule with the formula C4H12N2O at a distorted geometry (ωB97M-V with the def2-TZVPD basis set).

The geometry in XYZ format:
```
19
C4H12N2O ωB97M-V with the def2-TZVPD basis set
C 2.81 -0.29 0.28
C 1.50 -0.65 -0.40
N 0.37 -0.25 0.45
N -0.86 -0.44 -0.15
O -1.21 -1.86 -0.09
C -1.97 0.55 0.54
C -1.88 1.69 -0.42
H 2.94 -0.86 1.20
H 3.65 -0.49 -0.38
H 2.82 0.77 0.55
H 1.48 -1.73 -0.62
H 1.39 -0.10 -1.33
H 0.43 -0.69 1.37
H -1.54 -2.07 -0.97
H -1.65 0.78 1.56
H -2.91 0.00 0.47
H -1.13 2.42 -0.14
H -1.39 1.08 -1.29
H -2.85 2.15 -0.63
```

For the LUMO energy, the calculation gives 1.11 eV. The value obtained for the frontier orbital gap is 10.04 eV.

Mulliken atomic charge list, values in e, 4 entries: -1.146, -0.301, -0.313, -0.095

[4]
Entry from the Open Molecules 2025 dataset: C6H6N as an isolated structure at a distorted geometry (ωB97M-V with the def2-TZVPD basis set).

The geometry in XYZ format:
```
13
C6H6N ωB97M-V with the def2-TZVPD basis set
C 1.67 1.01 1.78
C 1.73 -0.13 1.08
C -0.64 0.35 0.61
C -0.44 0.07 -0.84
C 1.04 1.45 0.54
C 0.65 0.07 0.15
N -1.03 -1.24 -1.27
H 2.14 1.58 2.60
H -1.27 0.90 1.27
H -0.44 0.71 -1.75
H -1.42 -1.23 -2.17
H -1.76 -1.59 -0.69
H -0.23 -1.95 -1.31
```

For the LUMO energy (spin up / spin down), the calculation gives -4.88 / -4.88 eV. As for the net charge: +1. The value obtained for the frontier orbital gap (spin up / spin down) is 7.73 / 7.73 eV.

Mulliken atomic charge list, values in e, 4 entries: -0.068, -0.517, -0.512, -0.235

[5]
Entry from the Open Molecules 2025 dataset: a 2-piece molecular cluster, C4H12O2 overall at a distorted geometry (ωB97M-V with the def2-TZVPD basis set).

The geometry in XYZ format:
```
18
C4H12O2 ωB97M-V with the def2-TZVPD basis set
C 6.04 3.12 -2.28
O 5.19 4.08 -1.76
C 3.85 3.96 -2.27
H 5.70 2.14 -1.92
H 7.04 3.33 -1.86
H 6.12 3.09 -3.38
H 3.75 4.46 -3.25
H 3.23 4.50 -1.53
H 3.46 2.93 -2.37
C -6.11 -3.45 2.28
O -4.91 -2.74 1.98
C -3.77 -3.48 2.27
H -6.06 -4.50 1.93
H -7.00 -2.98 1.83
H -6.22 -3.45 3.37
H -2.92 -2.80 2.08
H -3.71 -4.33 1.57
H -3.68 -3.88 3.30
```

For the LUMO energy, the calculation gives 1.12 eV. The value obtained for the frontier orbital gap is 10.96 eV.

Mulliken atomic charge list, values in e, 4 entries: -0.605, -0.315, -0.616, 0.268

[6]
Entry from the Open Molecules 2025 dataset: C4H6S2 as an isolated structure at a distorted geometry (ωB97M-V with the def2-TZVPD basis set).

The geometry in XYZ format:
```
12
C4H6S2 ωB97M-V with the def2-TZVPD basis set
C 1.33 -0.37 -1.59
C -0.01 -0.35 -0.92
C -1.05 0.81 0.76
C 0.00 -0.31 0.58
H 1.18 -0.26 -2.66
H 1.94 0.39 -1.13
H 1.82 -1.31 -1.38
H -0.71 -1.12 -1.22
H -2.06 0.45 0.92
H -0.83 1.55 1.54
S -0.89 1.28 -1.01
S 0.70 -1.18 1.69
```

For the LUMO energy, the calculation gives -0.32 eV. The value obtained for the frontier orbital gap is 8.63 eV.

Mulliken atomic charge list, values in e, 4 entries: -1.257, 0.330, -0.448, -0.197

[7]
Entry from the Open Molecules 2025 dataset: C37H55BBrCl4EuF6N6O7SSbSeSi as an isolated structure at a distorted geometry (ωB97M-V with the def2-TZVPD basis set).

The geometry in XYZ format:
```
122
C37H55BBrCl4EuF6N6O7SSbSeSi ωB97M-V with the def2-TZVPD basis set
Eu -0.52 -0.32 0.21
O 1.84 1.07 1.15
H 1.47 1.98 1.05
H 2.49 1.04 0.43
Cl -3.10 -2.54 -1.70
C -2.00 -2.61 -3.08
Cl -2.01 -1.10 -3.99
Cl -2.51 -3.92 -4.20
C -0.73 -3.05 -2.56
N 0.19 -3.62 -2.19
C -5.00 2.05 2.68
N -3.58 2.12 2.47
C -2.86 3.25 2.20
C -1.61 2.84 1.86
N -1.55 1.48 1.91
C -2.75 1.09 2.28
H -5.31 2.85 3.36
H -5.25 1.08 3.10
H -5.51 2.17 1.72
H -3.31 4.23 2.25
H -0.75 3.42 1.59
H -3.05 0.07 2.45
O 2.12 -0.56 -1.20
C 2.18 -1.69 -0.59
O 1.47 -1.94 0.37
H 2.95 -2.40 -0.95
C -0.32 -2.22 -6.92
C 0.63 -2.23 -5.77
C 1.08 -3.42 -5.19
C 1.98 -3.29 -4.15
N 2.40 -2.12 -3.70
C 1.90 -1.05 -4.30
S 2.40 0.52 -3.75
N 1.06 -1.06 -5.33
H 0.22 -2.38 -7.85
H -0.82 -1.26 -6.97
H -1.06 -3.01 -6.80
H 0.71 -4.38 -5.53
H 2.40 -4.16 -3.65
C 7.68 4.29 0.01
C 7.90 2.86 0.50
C 7.45 2.75 1.97
C 9.40 2.55 0.44
C 7.05 1.89 -0.32
C 7.57 0.77 -0.94
C 6.77 -0.16 -1.60
C 5.41 0.07 -1.64
O 4.43 -0.68 -2.17
B 3.19 0.08 -2.01
O 3.55 1.31 -1.27
C 4.88 1.24 -1.07
C 5.67 2.14 -0.40
H 8.27 4.99 0.60
H 6.64 4.58 0.09
H 7.98 4.38 -1.03
H 8.03 3.43 2.59
H 7.58 1.73 2.33
H 6.40 3.01 2.06
H 9.94 3.29 1.03
H 9.76 2.60 -0.59
H 9.62 1.57 0.84
H 8.64 0.58 -0.91
H 7.20 -1.04 -2.05
H 5.22 3.01 0.05
C 1.35 0.35 6.74
C 0.76 -1.04 6.49
C -0.76 -0.85 6.48
C 1.13 -1.93 7.68
Si 1.41 -1.80 4.78
Br 0.13 -0.65 3.16
C 3.29 -1.36 4.41
C 3.46 0.12 4.08
C 3.77 -2.14 3.18
C 4.20 -1.72 5.59
C 0.94 -3.68 4.53
C -0.53 -3.89 4.91
C 1.08 -4.10 3.07
C 1.79 -4.64 5.38
H 0.89 0.79 7.62
H 1.14 0.99 5.89
H 2.42 0.31 6.91
H -1.08 -0.42 7.42
H -1.28 -1.79 6.34
H -1.04 -0.19 5.67
H 0.84 -1.45 8.61
H 2.20 -2.12 7.71
H 0.62 -2.89 7.63
H 2.86 0.40 3.23
H 4.51 0.31 3.84
H 3.19 0.76 4.92
H 3.09 -2.00 2.35
H 3.86 -3.20 3.39
H 4.75 -1.77 2.88
H 3.98 -1.12 6.46
H 5.24 -1.55 5.31
H 4.10 -2.77 5.86
H -1.16 -3.17 4.39
H -0.69 -3.79 5.98
H -0.85 -4.89 4.62
H 0.61 -3.39 2.39
H 0.59 -5.06 2.91
H 2.12 -4.21 2.77
H 1.71 -4.42 6.44
H 2.84 -4.59 5.09
H 1.45 -5.66 5.21
F -2.60 -0.51 0.26
Sb -2.78 1.30 -1.67
F -4.26 1.71 -0.36
F -2.39 3.28 -1.00
F -3.59 2.41 -3.20
F -0.47 -0.93 -1.72
F -4.42 0.06 -2.38
Se -2.72 -4.82 1.83
C -1.80 -3.46 1.24
N -1.15 -2.56 0.91
Cl -0.52 2.43 -3.41
C 0.25 3.47 -2.23
C 0.40 2.77 -0.86
O 1.04 3.39 0.00
O -0.12 1.65 -0.70
H -0.38 4.36 -2.09
H 1.24 3.74 -2.59
```

For the LUMO energy (spin up / spin down), the calculation gives 3.57 / 0.25 eV. As for the spin multiplicity: 8. As for the net charge: -2. The expectation value of S² is 15.85. The value obtained for the frontier orbital gap (spin up / spin down) is 3.56 / 3.22 eV.

Mulliken atomic charge list, values in e, 4 entries: 0.137, -0.649, 0.106, 0.168

[8]
Entry from the Open Molecules 2025 dataset: a 2-piece molecular cluster, C2H5O2S2 overall at a distorted geometry (ωB97M-V with the def2-TZVPD basis set).

The geometry in XYZ format:
```
11
C2H5O2S2 ωB97M-V with the def2-TZVPD basis set
C -0.13 0.26 0.60
S -1.91 0.60 0.95
S -2.80 -0.41 -0.72
H 0.05 -0.79 0.86
H -0.15 0.29 -0.49
H 0.50 0.98 1.10
H -3.12 0.77 -1.28
O 2.48 -0.25 0.38
C 3.58 -0.50 -0.15
O 4.11 0.05 -1.14
H 4.16 -1.34 0.34
```

For the LUMO energy, the calculation gives 2.70 eV. As for the net charge: -1. The value obtained for the frontier orbital gap is 6.85 eV.

Mulliken atomic charge list, values in e, 4 entries: -0.750, -0.123, -0.274, 0.326

[9]
Entry from the Open Molecules 2025 dataset: C36H44N2OsSi as an isolated structure at a distorted geometry (ωB97M-V with the def2-TZVPD basis set).

The geometry in XYZ format:
```
84
C36H44N2OsSi ωB97M-V with the def2-TZVPD basis set
C 2.23 -2.09 -0.20
C 3.24 -1.13 -0.49
C 3.29 -0.19 0.57
H 3.90 -1.14 -1.35
C 2.32 -0.60 1.54
C 1.65 -1.75 1.06
H 0.90 -2.33 1.59
H 1.98 -2.96 -0.81
H 3.98 0.64 0.65
H 2.19 -0.15 2.52
Os 1.44 -0.19 -0.29
C 0.60 2.44 -2.86
H 0.98 3.17 -2.14
H -0.46 2.24 -2.68
H 0.69 2.87 -3.87
Si 1.61 0.80 -2.94
C 1.39 -0.25 -4.46
C 2.22 -1.38 -4.58
H 3.12 -1.47 -3.96
C 1.87 -2.42 -5.44
H 2.52 -3.31 -5.50
C 0.71 -2.32 -6.22
H 0.42 -3.15 -6.86
C -0.06 -1.14 -6.18
H -0.92 -1.04 -6.84
C 0.28 -0.10 -5.31
H -0.31 0.82 -5.27
C 3.39 1.41 -2.74
C 4.42 0.92 -3.55
H 4.18 0.29 -4.41
C 5.75 1.27 -3.28
H 6.55 0.84 -3.88
C 6.05 2.18 -2.27
H 7.08 2.48 -2.07
C 5.01 2.75 -1.52
H 5.22 3.50 -0.76
C 3.68 2.36 -1.75
H 2.88 2.84 -1.19
H 0.90 1.10 -1.25
H 1.65 -0.57 -2.24
C -5.09 -3.52 -0.58
C -4.71 -2.41 0.40
C -5.75 -1.28 0.31
C -4.71 -2.98 1.82
C -3.32 -1.84 0.08
C -2.54 -2.22 -1.01
C -1.25 -1.71 -1.18
N -0.72 -0.83 -0.31
C -1.48 -0.39 0.72
C -2.78 -0.87 0.93
C -0.84 0.62 1.59
C -1.31 0.95 2.88
C -0.55 1.80 3.68
C 0.49 2.51 3.06
C 0.91 2.15 1.78
N 0.33 1.13 1.12
C -0.78 1.97 5.18
C 0.56 1.89 5.93
C -1.41 3.34 5.45
C -1.70 0.87 5.73
H -6.09 -3.90 -0.33
H -4.39 -4.35 -0.52
H -5.13 -3.15 -1.61
H -6.75 -1.68 0.53
H -5.54 -0.48 1.03
H -5.77 -0.85 -0.70
H -3.97 -3.78 1.92
H -4.49 -2.21 2.57
H -5.70 -3.40 2.05
H -2.90 -2.95 -1.74
H -0.63 -2.03 -2.02
H -3.35 -0.45 1.77
H -2.20 0.44 3.23
H 1.03 3.31 3.57
H 1.77 2.64 1.31
H 1.24 2.70 5.64
H 0.39 1.96 7.01
H 1.06 0.93 5.72
H -2.38 3.42 4.94
H -1.58 3.48 6.52
H -0.76 4.15 5.09
H -2.70 0.94 5.30
H -1.28 -0.12 5.52
H -1.78 0.98 6.82
```

For the LUMO energy (spin up / spin down), the calculation gives -5.87 / -9.93 eV. As for the spin multiplicity: 5. As for the net charge: +2. The expectation value of S² is 6.03. The value obtained for the frontier orbital gap (spin up / spin down) is 4.55 / 4.15 eV.

Mulliken atomic charge list, values in e, 4 entries: -0.823, 0.112, -1.118, 0.738

[10]
Entry from the Open Molecules 2025 dataset: one molecule with the formula C2H2Cl2OS at a distorted geometry (ωB97M-V with the def2-TZVPD basis set).

The geometry in XYZ format:
```
8
C2H2Cl2OS ωB97M-V with the def2-TZVPD basis set
C -0.22 0.58 -0.50
C -1.21 -0.27 -0.26
O 2.31 -1.38 -0.47
S -2.92 0.16 -0.29
Cl 1.44 0.33 -0.33
Cl -1.05 -2.00 -0.03
H 1.88 -2.19 -0.42
H -2.82 1.59 -0.45
```

For the LUMO energy, the calculation gives -1.87 eV. The value obtained for the frontier orbital gap is 7.15 eV.

Mulliken atomic charge list, values in e, 4 entries: -0.267, 0.554, -0.577, -0.254

[11]
Entry from the Open Molecules 2025 dataset: a 12-piece molecular cluster, C16H40F2IN12O24P overall at a distorted geometry (ωB97M-V with the def2-TZVPD basis set).

The geometry in XYZ format:
```
96
C16H40F2IN12O24P ωB97M-V with the def2-TZVPD basis set
O 1.34 2.21 2.61
C 1.85 2.83 1.76
F 2.49 4.00 2.02
N 1.90 2.53 0.39
P 0.67 3.32 -0.67
C -0.81 3.08 0.39
C -2.01 2.42 -0.34
C -1.71 1.14 -1.10
I -0.96 -0.41 0.16
C 3.22 2.57 -0.09
O 4.06 1.77 0.09
F 3.45 3.68 -0.82
H 0.89 4.69 -0.43
H -1.12 4.07 0.76
H -0.56 2.46 1.26
H -2.49 3.13 -1.02
H -2.75 2.19 0.45
H -2.63 0.72 -1.52
H -0.98 1.27 -1.90
C -4.66 -3.57 -1.33
N -4.76 -2.14 -1.70
O -5.59 -1.80 -2.52
O -3.99 -1.37 -1.15
H -5.40 -4.12 -1.90
H -3.65 -3.89 -1.57
H -4.84 -3.64 -0.27
C 5.65 4.55 2.05
N 6.59 5.28 1.15
O 6.25 6.36 0.73
O 7.64 4.72 0.89
H 4.77 5.16 2.19
H 5.41 3.60 1.57
H 6.17 4.38 2.99
C 3.82 7.64 -1.16
N 2.64 7.34 -2.02
O 1.72 6.73 -1.53
O 2.69 7.74 -3.17
H 3.63 7.23 -0.18
H 4.69 7.18 -1.63
H 3.94 8.72 -1.13
C -2.04 -4.93 -4.89
N -2.83 -5.81 -3.98
O -3.35 -6.80 -4.44
O -2.89 -5.47 -2.81
H -2.08 -5.36 -5.89
H -2.50 -3.95 -4.86
H -1.03 -4.90 -4.51
C 9.91 2.56 -0.25
N 10.64 1.32 0.12
O 10.25 0.26 -0.33
O 11.58 1.45 0.87
H 9.10 2.28 -0.92
H 9.53 3.01 0.66
H 10.62 3.22 -0.74
C -2.73 -0.66 3.82
N -3.87 -0.03 3.10
O -3.61 0.75 2.20
O -4.99 -0.34 3.44
H -1.81 -0.29 3.39
H -2.82 -0.39 4.87
H -2.83 -1.73 3.69
C 0.47 -8.63 -7.11
N -0.09 -7.26 -7.16
O 0.19 -6.49 -6.26
O -0.81 -6.99 -8.10
H 1.09 -8.72 -6.22
H -0.37 -9.32 -7.09
H 1.06 -8.77 -8.01
C -6.96 -6.68 2.20
N -6.37 -5.50 1.51
O -6.96 -4.45 1.56
O -5.31 -5.68 0.93
H -7.89 -6.37 2.66
H -7.12 -7.45 1.45
H -6.23 -7.02 2.93
C -6.39 0.92 -0.49
N -5.73 2.09 -1.12
O -6.30 3.16 -1.10
O -4.64 1.89 -1.61
H -7.35 1.23 -0.10
H -6.49 0.16 -1.26
H -5.72 0.57 0.30
C 2.94 -1.93 1.98
N 1.76 -2.79 1.67
O 1.95 -3.81 1.06
O 0.68 -2.37 2.05
H 3.83 -2.41 1.58
H 2.75 -0.96 1.51
H 2.99 -1.82 3.06
C 0.80 2.77 5.99
N -0.29 2.12 6.77
O -0.78 1.10 6.32
O -0.63 2.65 7.80
H 0.98 2.19 5.10
H 0.46 3.77 5.75
H 1.67 2.82 6.64
```

For the LUMO energy, the calculation gives -0.35 eV. The value obtained for the frontier orbital gap is 8.53 eV.

Mulliken atomic charge list, values in e, 4 entries: -0.325, 0.244, -0.300, 0.549

[12]
Entry from the Open Molecules 2025 dataset: C2H3NO2S2 as an isolated structure at a distorted geometry (ωB97M-V with the def2-TZVPD basis set).

The geometry in XYZ format:
```
10
C2H3NO2S2 ωB97M-V with the def2-TZVPD basis set
C -1.66 -1.54 0.78
C -0.23 1.79 -0.28
N -2.38 -0.68 0.94
O 1.07 -1.50 0.02
O 2.22 -0.36 -1.65
S 0.49 1.12 1.04
S 2.21 -0.61 -0.22
H -0.77 -2.18 0.80
H 0.18 1.61 -1.28
H -1.13 2.36 -0.15
```

For the LUMO energy (spin up / spin down), the calculation gives -1.20 / -1.20 eV. The value obtained for the frontier orbital gap (spin up / spin down) is 8.44 / 8.44 eV.

Mulliken atomic charge list, values in e, 4 entries: 0.110, -0.214, -0.375, -0.448